12
Properties=species:S:1:pos:R:3 method="wB97M-V/def2-TZVPD" e_above_lowest_kcal_mol=90.2 total_charge=0 homo_energy_ev=-9.58 e_lumo_ev=-0.170 orbital_gap_ha=0.346 total_energy_ha=-406.97314
C 0.08293 0.11712 1.12537
C 0.21271 0.25474 -1.05026
H -0.65191 1.17671 3.04223
H 0.32577 2.04643 1.75835
H 0.71124 0.20748 -3.03440
H 1.76051 1.35656 -2.37144
N 0.14206 1.06604 2.11373
N -0.31713 -1.05658 1.24472
N -0.80366 -1.71570 0.04044
N -0.65133 -1.01430 -1.06765
N 0.57591 0.73847 -2.23397
N 0.49423 0.97944 -0.07519